Entry from OMol25: a molecular structure, C7H12N2O5S in a non-equilibrium geometry (wB97M-V/def2-TZVPD).

Results
**Energy relative to the best compared isomer or geometry (same formula, charge and spin)**: 604.0 kJ/mol
**2S+1**: 1
**Frontier orbital gap**: 9.2 eV
**Net charge**: 0
**LUMO energy**: -0.039 eV

```
27
Properties=species:S:1:pos:R:3:forces:R:3:lowdin_charge:R:1
C 1.776874 1.118396 -0.272287 0.605 -1.496 1.418 -0.264
C 0.352937 0.655958 -0.599695 2.138 1.476 -0.185 -0.493
C 2.144820 -0.231722 0.547479 -0.327 0.259 2.707 -0.062
C 2.666576 -1.247040 -0.409943 1.038 -1.891 -0.063 -0.567
C -1.654272 0.360128 0.381973 -3.736 -1.243 2.485 -0.270
C -1.245532 -1.089574 0.680714 2.273 -2.983 -0.428 -0.397
C -2.774439 0.297716 -0.841550 5.687 1.297 -2.476 -0.634
H 2.782247 2.341059 1.049767 1.461 0.389 0.434 0.049
H 1.736358 3.127362 -0.130366 1.074 -0.601 1.456 0.113
H 2.351755 1.309677 -1.142192 0.552 -1.074 -1.221 0.128
H 3.009384 -0.028632 1.442713 -2.313 -0.509 -2.668 0.182
H 1.030735 -0.883932 1.104635 3.570 2.997 -1.326 0.137
H 1.043773 -2.447530 -0.087278 4.604 -0.317 -0.944 0.178
H -0.096968 1.621085 1.035766 -0.499 0.145 -0.666 0.155
H -2.064816 0.430562 1.525671 0.103 1.011 -2.593 0.209
H -2.703256 1.284239 -1.608707 -0.415 -2.481 2.690 0.153
H -2.035522 -0.450861 -1.470410 -2.769 1.435 0.854 0.113
H -5.278652 0.976305 -0.832064 2.372 -2.906 1.092 0.021
H -1.752944 -2.942931 0.589199 1.668 -3.188 1.648 0.088
N 1.964043 2.338982 0.518602 -3.885 -0.031 -1.578 0.038
N -0.554429 1.238031 0.188446 -0.681 -0.086 1.715 0.114
O 0.079427 -0.251431 -1.347797 0.260 -0.529 -0.861 0.095
O 3.634587 -1.114542 -1.104928 -0.075 0.414 -0.148 0.101
O 2.124931 -2.536753 -0.363067 -4.447 1.562 0.988 0.008
O -0.196998 -1.435269 1.265936 -2.651 0.369 0.257 0.023
O -2.012181 -2.135687 0.277286 -2.120 5.588 -1.699 0.131
S -4.328439 -0.303596 -0.397895 -3.489 2.393 -0.891 0.649
```
Forces are in eV/Å.